Version i
87
Properties=species:S:1:pos:R:3:mulliken_charge:R:1 method="wB97M-V/def2-TZVPD" orbital_gap_ha=0.3600 e_lumo_ev=0.425 charge=0 smiles=COC[C@H](C)N.OCCO.OCCO.OCCO.OCCO.OCCO.OCCO.OCCO e_homo_ev=-9.4 mol_weight_g_mol=523.61
C 1.166 -0.216 4.447 0.50
C 1.241 -0.497 5.949 -0.80
O 0.076 -1.169 6.424 -0.52
O 1.132 -1.347 3.616 -0.34
H 1.998 0.448 4.169 0.14
H 0.238 0.307 4.401 -0.31
H 1.294 0.506 6.356 0.36
H 2.148 -1.042 6.158 0.43
H -0.651 -0.609 6.212 0.30
H 0.626 -2.070 3.965 0.25
C -4.628 -0.473 -4.159 -0.42
C -3.934 0.585 -3.348 -0.34
O -2.634 1.012 -3.772 -0.51
O -3.716 -1.565 -4.300 -0.49
H -4.975 -0.188 -5.188 0.32
H -5.501 -0.758 -3.587 0.29
H -3.941 0.063 -2.384 0.19
H -4.413 1.563 -3.354 0.39
H -2.011 0.272 -3.941 0.34
H -3.894 -2.204 -4.974 0.24
C -0.729 -2.465 -4.507 -0.68
C -0.815 -3.963 -4.242 -0.38
O -2.169 -4.272 -4.079 -0.50
O -1.350 -1.703 -3.496 -0.49
H -1.295 -2.328 -5.427 0.23
H 0.273 -2.117 -4.650 0.45
H -0.278 -4.327 -3.385 0.33
H -0.433 -4.469 -5.140 0.34
H -2.252 -5.216 -3.892 0.29
H -2.284 -1.763 -3.699 0.37
C 0.048 -0.152 -0.987 0.77
C -0.408 -1.079 0.109 -0.12
O -0.222 -0.497 1.371 -0.52
O 1.472 -0.120 -1.030 -0.44
H -0.341 0.856 -0.848 -0.34
H -0.313 -0.442 -1.986 -0.33
H 0.163 -1.998 0.004 -0.16
H -1.447 -1.268 0.053 0.62
H 0.656 -0.616 1.748 0.15
H 1.758 0.720 -0.630 0.43
C -2.078 2.218 3.616 0.30
C -2.712 2.192 2.227 -0.49
O -1.731 2.004 1.187 -0.13
O -1.462 3.458 4.013 -0.58
H -1.441 1.399 3.766 -0.48
H -2.905 2.083 4.358 0.40
H -3.266 3.101 2.105 0.31
H -3.468 1.378 2.198 0.36
H -1.172 1.222 1.336 0.07
H -0.643 3.521 3.496 0.34
C -2.565 4.873 -1.446 0.05
C -1.948 6.203 -1.034 -0.59
O -0.820 5.925 -0.194 -0.52
O -1.714 4.330 -2.458 -0.54
H -3.594 4.954 -1.859 0.40
H -2.594 4.213 -0.529 -0.02
H -2.640 6.879 -0.562 0.37
H -1.599 6.842 -1.872 0.26
H -0.386 5.280 -0.784 0.32
H -2.028 3.478 -2.794 0.25
C 3.210 2.114 1.403 -0.69
C 1.969 2.940 1.084 0.07
O 1.343 2.474 -0.142 -0.67
O 2.677 0.889 1.893 -0.23
H 3.719 2.658 2.194 0.42
H 3.982 2.038 0.642 0.32
H 2.167 4.006 1.077 0.46
H 1.291 2.654 1.909 -0.21
H 0.421 2.301 0.090 0.18
H 3.239 0.108 1.724 0.13
C 3.445 -3.007 -1.460 -1.83
C 3.468 -2.601 -0.038 2.78
C 4.120 -3.664 0.912 -0.90
O 3.187 -4.717 1.130 -0.43
C 2.120 -4.260 1.946 -0.40
N 4.164 -1.284 0.155 -0.52
H 4.416 -3.102 -1.978 0.35
H 2.944 -2.266 -2.080 0.35
H 2.861 -3.898 -1.543 0.45
H 2.408 -2.452 0.230 -1.52
H 4.523 -3.199 1.824 0.41
H 4.976 -4.120 0.354 0.33
H 1.562 -5.146 2.297 0.34
H 1.376 -3.766 1.340 0.03
H 2.524 -3.651 2.784 0.28
H 5.175 -1.372 0.035 0.19
H 3.825 -0.629 -0.532 0.21


Version ii
87
Properties=species:S:1:pos:R:3:mulliken_charge:R:1 method="wB97M-V/def2-TZVPD" orbital_gap_ha=0.3529 e_lumo_ev=0.287 charge=0 smiles=COC[C@H](C)N.OCCO.OCCO.OCCO.OCCO.OCCO.OCCO.OCCO e_homo_ev=-9.3 mol_weight_g_mol=523.61
C 0.273 3.351 -0.840 -1.13
C -0.643 2.211 -0.405 0.50
C -0.065 0.786 -0.552 -0.40
O 0.194 0.358 -1.878 0.20
C 0.673 -0.978 -1.930 -0.26
N -0.985 2.504 1.002 -0.52
H -0.074 4.348 -0.566 0.45
H 0.452 3.418 -1.916 0.12
H 1.254 3.233 -0.363 0.17
H -1.545 2.329 -1.014 0.25
H -0.677 0.077 0.009 0.48
H 0.956 0.959 -0.168 -0.13
H 1.470 -0.964 -2.674 0.32
H -0.166 -1.633 -2.167 -0.33
H 1.134 -1.388 -1.026 0.01
H -1.100 1.655 1.556 0.15
H -0.109 2.850 1.400 0.15
C 5.155 0.780 1.571 -0.68
C 3.860 1.049 0.824 0.06
O 3.832 2.377 0.302 -0.53
O 5.133 1.204 2.922 -0.52
H 6.001 1.182 1.003 0.29
H 5.369 -0.290 1.637 0.35
H 3.017 0.866 1.500 0.06
H 3.613 0.373 0.000 0.30
H 3.905 2.334 -0.655 0.30
H 4.999 2.160 2.926 0.31
C 1.237 3.094 5.586 -0.37
C 1.395 2.183 4.367 -0.39
O 1.367 2.975 3.162 -0.57
O 2.219 4.108 5.619 -0.58
H 1.266 2.456 6.470 0.37
H 0.238 3.549 5.565 0.20
H 0.795 1.277 4.403 0.31
H 2.448 1.865 4.389 0.39
H 2.271 3.013 2.849 0.28
H 2.233 4.442 4.710 0.32
C 1.344 2.285 -4.776 -0.63
C 0.266 1.533 -5.537 -0.46
O -0.790 1.218 -4.649 -0.44
O 1.864 1.585 -3.656 -0.49
H 0.965 3.291 -4.577 0.29
H 2.232 2.360 -5.403 0.36
H 0.712 0.623 -5.947 0.33
H -0.090 2.238 -6.295 0.36
H -1.491 0.731 -5.116 0.14
H 1.136 1.356 -3.038 0.29
C -3.271 -1.555 -4.449 -0.55
C -2.524 -1.052 -3.222 -0.12
O -2.786 0.294 -2.863 -0.58
O -3.006 -0.576 -5.480 -0.56
H -4.338 -1.688 -4.258 0.31
H -2.863 -2.513 -4.782 0.26
H -1.462 -1.172 -3.457 0.07
H -2.780 -1.650 -2.344 0.49
H -2.166 0.822 -3.405 0.57
H -3.404 -0.926 -6.284 0.31
C 0.543 -2.790 1.559 -0.37
C 0.763 -4.020 2.468 -0.74
O -0.388 -4.388 3.192 -0.53
O -0.282 -3.175 0.474 -0.36
H 1.565 -2.773 1.166 0.25
H 0.279 -1.942 2.186 0.36
H 1.605 -3.716 3.120 0.43
H 1.220 -4.874 1.952 0.36
H -0.132 -5.048 3.842 0.32
H -1.202 -2.933 0.633 0.27
C -1.936 -5.516 -3.159 -0.52
C -1.877 -4.949 -1.770 0.61
O -1.051 -5.802 -0.947 -0.55
O -2.370 -6.857 -3.259 -0.55
H -0.907 -5.474 -3.534 0.36
H -2.519 -4.871 -3.816 0.13
H -2.821 -4.706 -1.269 0.27
H -1.382 -3.972 -1.873 -0.31
H -0.942 -5.144 -0.246 0.31
H -1.742 -7.418 -2.795 0.34
C -2.487 2.136 5.179 -0.88
C -2.475 2.322 3.692 0.47
O -2.906 1.050 3.136 -0.52
O -1.498 1.225 5.721 -0.49
H -3.452 1.925 5.658 0.36
H -2.211 3.047 5.737 0.32
H -1.490 2.596 3.330 -0.22
H -3.162 3.117 3.403 0.37
H -3.771 1.220 2.755 0.31
H -1.915 0.410 5.387 0.34


The most stable structure shown above is version i; the least stable is version ii.